No. 1
{
  "formula": "C33H39GeLuN3O6S",
  "method": "ωB97M-V/def2-TZVPD",
  "elements": ["Lu", "C", "C", "O", "C", "C", "O", "C", "C", "O", "C", "C", "O", "H", "H", "H", "H", "H", "H", "H", "H", "H", "H", "H", "H", "H", "H", "H", "H", "N", "C", "C", "O", "O", "H", "H", "H", "H", "C", "Ge", "C", "C", "C", "C", "C", "C", "C", "C", "C", "C", "C", "C", "C", "C", "C", "C", "C", "C", "H", "H", "H", "H", "H", "H", "H", "H", "H", "H", "H", "H", "H", "H", "H", "S", "C", "N", "C", "C", "C", "N", "H", "H", "H", "H"],
  "xyz": [[1.015, 1.209, 1.118], [-1.591, 4.035, 1.771], [-1.004, 3.634, 3.145], [-0.537, 2.304, 3.176], [-1.473, 1.283, 3.498], [-2.469, 0.954, 2.384], [-1.739, 0.696, 1.198], [-2.545, 0.609, 0.043], [-1.606, 0.507, -1.170], [-0.464, 1.341, -1.065], [-0.619, 2.679, -1.520], [-1.351, 3.587, -0.522], [-0.957, 3.252, 0.789], [-1.415, 5.109, 1.593], [-2.683, 3.861, 1.734], [-1.748, 3.815, 3.934], [-0.114, 4.242, 3.335], [-2.011, 1.522, 4.425], [-0.766, 0.396, 3.595], [-3.180, 1.780, 2.223], [-3.046, 0.063, 2.669], [-3.207, 1.489, -0.023], [-3.177, -0.291, 0.082], [-2.162, 0.724, -2.091], [-1.224, -0.520, -1.204], [-1.141, 2.705, -2.487], [0.404, 3.044, -1.663], [-2.447, 3.471, -0.616], [-1.097, 4.632, -0.745], [2.825, 1.089, -0.949], [3.662, 2.189, -0.405], [2.774, 2.660, 0.751], [2.961, 2.158, 1.887], [1.700, 3.232, 0.452], [3.434, 0.364, -1.329], [2.338, 1.482, -1.770], [3.839, 2.974, -1.149], [4.610, 1.808, -0.014], [0.749, -0.385, 2.791], [0.448, -1.835, 1.576], [-1.318, -2.510, 0.765], [-2.418, -2.513, 1.616], [-3.653, -2.982, 1.207], [-3.810, -3.495, -0.071], [-2.718, -3.538, -0.922], [-1.492, -3.044, -0.505], [0.734, -3.562, 2.628], [0.570, -4.839, 2.109], [0.801, -5.964, 2.882], [1.211, -5.827, 4.198], [1.397, -4.562, 4.728], [1.147, -3.450, 3.948], [1.835, -2.228, 0.142], [1.780, -1.776, -1.173], [2.843, -1.958, -2.044], [4.007, -2.569, -1.603], [4.094, -2.991, -0.286], [3.017, -2.829, 0.563], [-2.282, -2.145, 2.626], [-4.500, -2.959, 1.883], [-4.767, -3.884, -0.395], [-2.821, -3.972, -1.911], [-0.643, -3.109, -1.172], [0.253, -4.950, 1.078], [0.649, -6.953, 2.465], [1.377, -6.706, 4.807], [1.726, -4.454, 5.754], [1.272, -2.448, 4.339], [0.887, -1.276, -1.543], [2.774, -1.618, -3.071], [4.843, -2.713, -2.275], [5.003, -3.452, 0.079], [3.079, -3.177, 1.586], [2.214, 2.915, -3.543], [0.965, 3.320, -4.582], [0.133, 2.257, -4.995], [-0.658, 2.449, -6.131], [-0.827, 3.724, -6.594], [-0.150, 4.766, -5.954], [0.762, 4.542, -4.984], [0.504, 1.336, -4.810], [-1.101, 1.571, -6.574], [-1.451, 3.915, -7.453], [-0.251, 5.795, -6.261]],
  "charge": -1,
  "homo_lumo_gap_ev": [6.344, 4.761],
  "e_lumo_ev": [2.29, 2.29],
  "total_energy_ev": -152577.55796
}

No. 2
{
  "formula": "C34H35GeN6O5S2W",
  "method": "ωB97M-V/def2-TZVPD",
  "elements": ["W", "N", "C", "S", "N", "N", "C", "C", "C", "C", "C", "C", "C", "O", "H", "H", "H", "H", "H", "H", "H", "C", "C", "S", "O", "O", "C", "C", "N", "C", "N", "C", "C", "N", "O", "O", "C", "H", "H", "H", "H", "H", "H", "H", "H", "H", "H", "H", "H", "H", "C", "C", "C", "C", "C", "C", "Ge", "C", "C", "C", "C", "C", "C", "C", "C", "C", "C", "C", "C", "H", "H", "H", "H", "H", "H", "H", "H", "H", "H", "H", "H", "H", "H", "H"],
  "xyz": [[0.860, 0.013, 0.243], [-1.015, -1.350, 4.109], [-0.636, -1.141, 2.839], [0.579, 0.112, 2.588], [-1.111, -1.856, 1.886], [-0.665, -1.520, 0.621], [-1.250, -2.235, -0.294], [-1.111, -2.151, -1.721], [-1.870, -2.983, -2.548], [-1.744, -2.889, -3.922], [-0.859, -1.975, -4.484], [-0.091, -1.138, -3.685], [-0.237, -1.248, -2.321], [0.476, -0.448, -1.478], [-0.828, -0.653, 4.809], [-1.806, -1.959, 4.259], [-1.947, -2.977, 0.084], [-2.558, -3.694, -2.108], [-2.333, -3.530, -4.563], [-0.768, -1.909, -5.560], [0.594, -0.415, -4.105], [4.510, -5.153, 0.908], [3.333, -4.204, 1.084], [3.677, -2.552, 0.552], [2.455, -1.765, 0.816], [4.192, -2.524, -0.787], [4.953, -1.936, 1.650], [5.615, -0.666, 1.104], [4.614, 0.270, 0.558], [3.641, 0.832, 1.302], [2.659, 1.292, 0.518], [3.051, 1.039, -0.799], [4.237, 0.397, -0.763], [5.028, 0.010, -1.916], [6.193, -0.262, -1.735], [4.419, -0.029, -2.957], [3.713, 1.014, 2.771], [4.152, -6.175, 1.009], [5.276, -4.999, 1.668], [4.955, -5.049, -0.081], [2.975, -4.121, 2.112], [2.481, -4.481, 0.456], [5.709, -2.719, 1.724], [4.492, -1.807, 2.628], [6.306, -0.897, 0.302], [6.166, -0.164, 1.898], [2.499, 1.426, -1.642], [4.612, 1.587, 3.009], [3.750, 0.072, 3.317], [2.852, 1.582, 3.110], [0.278, 6.498, 0.972], [-1.027, 6.106, 0.700], [-1.322, 4.765, 0.516], [-0.321, 3.792, 0.603], [0.980, 4.199, 0.876], [1.279, 5.544, 1.060], [-0.953, 1.992, 0.206], [-2.369, 1.490, 1.448], [-2.452, 2.175, 2.663], [-3.423, 1.848, 3.599], [-4.327, 0.827, 3.334], [-4.254, 0.135, 2.133], [-3.280, 0.464, 1.200], [-1.487, 1.932, -1.674], [-2.674, 1.356, -2.119], [-2.987, 1.336, -3.474], [-2.122, 1.900, -4.398], [-0.941, 2.493, -3.966], [-0.629, 2.505, -2.616], [0.512, 7.544, 1.114], [-1.813, 6.846, 0.628], [-2.347, 4.482, 0.298], [1.777, 3.472, 0.955], [2.296, 5.846, 1.271], [-1.762, 2.983, 2.880], [-3.483, 2.400, 4.528], [-5.094, 0.580, 4.056], [-4.961, -0.655, 1.918], [-3.242, -0.094, 0.272], [-3.384, 0.940, -1.414], [-3.920, 0.897, -3.803], [-2.375, 1.899, -5.451], [-0.277, 2.965, -4.680], [0.280, 3.006, -2.292]],
  "multiplicity": 2,
  "charge": 2,
  "homo_lumo_gap_ev": [6.157, 6.268],
  "e_lumo_ev": [-7.27, -7.10],
  "total_energy_ev": -134999.25997
}

No. 3
{
  "formula": "C12H8ClNO2S4",
  "method": "ωB97M-V/def2-TZVPD",
  "elements": ["O", "O", "Cl", "N", "S", "S", "S", "C", "C", "C", "C", "C", "C", "C", "C", "C", "C", "C", "C", "S", "H", "H", "H", "H", "H", "H", "H", "H"],
  "xyz": [[1.774, 1.605, -0.213], [-0.083, 3.032, -0.996], [0.024, -7.258, -3.291], [-0.535, -1.266, -0.245], [-1.431, 0.383, -2.025], [-0.904, -4.376, -2.986], [1.475, 2.878, 2.931], [-0.773, 0.020, -0.435], [1.432, 4.552, 3.459], [-1.271, -1.303, -2.399], [-0.264, -5.847, -2.317], [0.905, 5.435, 2.563], [0.131, -5.669, -0.983], [-0.064, -4.309, -0.534], [0.472, 4.707, 1.355], [-0.805, -2.032, -1.366], [-0.548, -3.455, -1.526], [0.690, 3.367, 1.478], [-0.678, 0.987, 0.655], [0.482, 2.227, 0.111], [1.808, 4.815, 4.456], [-1.481, -1.769, -3.324], [0.823, 6.492, 2.736], [0.594, -6.431, -0.375], [0.130, -3.951, 0.467], [0.085, 5.138, 0.441], [-1.672, 1.473, 0.806], [-0.316, 0.556, 1.559]],
  "charge": 0,
  "homo_lumo_gap_ev": 8.292,
  "e_lumo_ev": 0.11,
  "total_energy_ev": -74020.50548
}

No. 4
{
  "formula": "C4H9Cl2N2",
  "method": "ωB97M-V/def2-TZVPD",
  "elements": ["C", "C", "C", "C", "N", "N", "Cl", "Cl", "H", "H", "H", "H", "H", "H", "H", "H", "H"],
  "xyz": [[1.777, -0.915, 0.371], [-0.460, -0.280, 0.253], [-0.211, 1.080, 0.032], [1.074, 1.819, 0.354], [0.502, -1.249, 0.602], [-1.132, 1.813, -0.625], [-2.652, -4.445, -1.241], [-0.130, -2.655, 1.322], [2.603, -1.572, 0.454], [1.949, -0.081, -0.176], [-1.472, -0.616, 0.053], [1.862, 1.786, -0.586], [1.612, 1.422, 1.237], [0.868, 2.848, 0.511], [-1.908, 1.512, -1.084], [-0.954, 2.876, -0.674], [-3.328, -3.343, -0.802]],
  "charge": 1,
  "homo_lumo_gap_ev": [7.712, 7.709],
  "e_lumo_ev": [-5.13, -5.13],
  "total_energy_ev": -32309.14002
}

No. 5
{
  "formula": "C7H17F3NO14S3Zn",
  "method": "ωB97M-V/def2-TZVPD",
  "elements": ["Zn", "S", "O", "O", "O", "O", "S", "O", "O", "O", "O", "C", "F", "F", "F", "S", "O", "O", "O", "C", "C", "O", "O", "H", "H", "H", "H", "H", "H", "C", "C", "C", "O", "C", "N", "H", "H", "H", "H", "H", "H", "H", "H", "H", "H", "H"],
  "xyz": [[0.231, -0.034, 0.580], [1.422, -0.986, 3.467], [2.869, -1.098, 3.613], [1.018, -1.047, 2.016], [0.699, -1.935, 4.276], [1.054, 0.340, 4.031], [2.276, 2.245, 1.730], [1.634, 1.256, 0.889], [3.326, 1.616, 2.555], [2.837, 3.314, 0.955], [1.258, 2.720, 2.656], [-1.677, -4.025, -0.874], [-0.402, -4.091, -1.281], [-2.421, -4.655, -1.737], [-1.904, -4.653, 0.319], [-2.186, -2.058, -0.608], [-2.579, -1.552, -1.940], [-3.276, -2.192, 0.315], [-1.023, -1.418, 0.042], [1.435, -1.482, -3.270], [1.885, -1.939, -1.782], [1.478, -0.950, -0.895], [2.443, -0.778, -3.919], [0.406, -1.128, -3.216], [1.284, -2.378, -3.872], [2.933, -2.232, -1.839], [1.435, -2.859, -1.410], [2.236, -0.505, -0.511], [2.820, -0.111, -3.341], [-2.823, 2.388, 1.536], [-1.780, 1.535, 0.945], [-1.004, 2.274, -0.185], [-0.360, 1.244, -0.970], [0.168, 1.773, -2.186], [-0.928, 0.949, 1.934], [-3.713, 2.125, 0.964], [-2.664, 3.452, 1.360], [-3.198, 2.179, 2.538], [-2.321, 0.771, 0.387], [-0.471, 3.166, 0.146], [-1.653, 2.724, -0.937], [0.959, 2.467, -1.901], [-0.523, 2.287, -2.854], [0.737, 1.043, -2.762], [-1.590, 0.621, 2.622], [-0.348, 1.622, 2.414]],
  "charge": -3,
  "homo_lumo_gap_ev": 3.297,
  "e_lumo_ev": 6.15,
  "total_energy_ev": -126762.18526
}

No. 6
{
  "formula": "CH3NO2",
  "method": "ωB97M-V/def2-TZVPD",
  "elements": ["C", "N", "O", "O", "H", "H", "H"],
  "xyz": [[1.651, 1.013, 1.308], [1.126, 0.055, 0.858], [1.850, -2.143, 1.183], [2.606, -2.158, -0.120], [3.448, -1.404, -0.027], [1.268, 1.683, 2.184], [1.376, -3.015, 0.955]],
  "charge": 0,
  "homo_lumo_gap_ev": 10.068,
  "e_lumo_ev": 0.30,
  "total_energy_ev": -6664.87029
}

How do the records compare in molecular weight? In the order shown, they have 853.334; 928.275; 361.922; 156.036; 557.791; 61.040 g mol⁻¹.
How do the records compare in ΔE to the lowest compared entry with this formula, charge and spin? In the order shown, they have 601.3; 116.3; 5.5; 295.8; 409.9; 655.5 kJ/mol.